1.
Density functional theory data (wB97M-V/def2-TZVPD) for a cluster of 2 separate species, C8H19NSi in total in a non-equilibrium geometry.

The geometry in XYZ format:
```
29
Properties=species:S:1:pos:R:3:mulliken_charge:R:1
C 1.753 3.133 0.038 -1.009
C 1.501 1.654 -0.334 0.005
C 2.195 -2.068 0.436 -1.859
C -0.224 -2.328 0.550 -1.480
C 0.872 -1.242 -1.510 -1.812
C -3.002 1.346 -0.899 -0.525
C -3.023 0.442 1.328 -0.441
C 0.922 -1.382 0.044 1.459
N -3.346 0.327 0.136 -0.419
Si 0.840 0.408 0.696 0.012
H 0.741 3.677 0.039 0.223
H 2.392 3.634 -0.663 0.348
H 1.621 1.226 -1.314 0.235
H 2.281 -3.008 -0.057 0.435
H 3.078 -1.325 0.140 0.356
H 2.270 -1.917 1.495 0.541
H 0.083 -2.509 1.611 0.394
H -0.224 -3.202 -0.007 0.406
H -1.143 -1.731 0.295 0.349
H 1.849 -0.802 -1.762 0.520
H 0.995 -2.284 -1.890 0.492
H -0.136 -0.788 -1.712 0.287
H -2.217 0.815 -1.371 0.082
H -3.892 1.146 -1.534 0.310
H -2.943 2.347 -0.429 0.321
H 2.194 3.088 0.999 0.274
H -3.455 -0.350 1.862 0.340
H -2.498 1.254 1.799 0.344
H 0.513 0.437 2.016 -0.187
```

Properties
energy relative to the best compared isomer or geometry (same formula, charge and spin): 6.0473 eV
charge: 0
structure (SMILES): C/C=[SiH]/C(C)(C)C.C=NC
orbital gap: 8.6 eV
DFT total energy: -660.2784 Ha
LUMO energy: 0.656 eV


2.
Density functional theory data (wB97M-V/def2-TZVPD) for the molecule C4H8O2 in a non-equilibrium geometry.

The geometry in XYZ format:
```
14
Properties=species:S:1:pos:R:3:mulliken_charge:R:1
C 2.668 -0.272 -0.067 -0.529
C 0.384 0.120 0.578 -0.379
C -0.774 1.043 0.010 -0.589
C -1.976 0.161 -0.282 0.111
H 3.453 -0.114 -0.974 0.229
H 2.710 -1.415 0.437 0.224
H 2.842 0.696 0.731 0.248
H -0.059 -0.826 1.087 0.268
H 0.893 0.749 1.280 0.377
H -0.374 1.661 -0.791 0.313
H -0.930 1.830 0.910 0.256
H -2.842 0.600 -0.887 0.302
O 1.215 -0.150 -0.499 -0.335
O -2.153 -1.036 0.096 -0.496
```

Properties
energy relative to the best compared isomer or geometry (same formula, charge and spin): 3.6454 eV
charge: 0
structure (SMILES): COCCC=O
orbital gap: 10.4 eV
DFT total energy: -307.5785 Ha
LUMO energy: 0.805 eV


3.
Density functional theory data (wB97M-V/def2-TZVPD) for a structure of composition C22H20N3O11S2SiY.

The geometry in XYZ format:
```
60
Properties=species:S:1:pos:R:3:mulliken_charge:R:1
Y 0.252 -1.208 -0.872 1.372
O 4.226 0.422 -0.262 -0.724
C 3.157 -0.135 -0.043 0.480
O 2.331 -0.554 -0.925 -0.634
C 2.785 -0.360 1.432 0.900
C 3.836 -0.403 2.317 -0.449
C 3.612 -0.588 3.679 -0.471
C 2.344 -0.726 4.194 -0.390
C 1.285 -0.685 3.310 -0.423
C 1.434 -0.479 1.911 0.738
O 0.427 -0.334 1.129 -0.989
N -0.048 -0.862 3.912 0.997
O -0.158 -0.619 5.108 -0.683
O -0.937 -1.331 3.238 -0.534
N 4.746 -0.628 4.601 1.055
O 5.868 -0.536 4.138 -0.656
O 4.520 -0.811 5.789 -0.679
H 4.835 -0.275 1.926 0.603
H 2.177 -0.865 5.249 0.602
C -4.118 -1.994 -2.804 -1.183
Si -3.158 -1.746 -1.207 0.172
C -4.385 -1.404 0.179 -1.088
C -2.369 -3.378 -0.785 -1.140
N -1.934 -0.537 -1.339 0.143
C -2.227 0.780 -1.577 0.187
C -3.524 1.306 -1.760 -0.189
C -3.774 2.648 -2.007 -1.125
C -2.731 3.556 -2.100 -0.639
C -1.432 3.083 -1.944 -0.534
C -1.202 1.749 -1.683 0.508
O 0.107 1.264 -1.578 -0.440
C 1.057 2.137 -1.043 0.131
C 0.891 2.641 0.236 0.368
C 1.876 3.469 0.751 -0.886
C 3.002 3.780 -0.004 -0.360
C 3.148 3.251 -1.275 -0.571
C 2.167 2.425 -1.808 -0.295
H -4.692 -2.924 -2.748 0.343
H -3.421 -2.081 -3.641 0.293
H -4.813 -1.182 -3.029 0.334
H -5.018 -2.285 0.321 0.348
H -5.036 -0.544 0.012 0.383
H -3.842 -1.230 1.112 0.276
H -3.186 -4.079 -0.583 0.414
H -1.753 -3.352 0.119 0.320
H -1.754 -3.800 -1.581 0.195
H -4.364 0.628 -1.706 0.154
H -4.800 2.978 -2.128 0.365
H -2.911 4.605 -2.293 0.363
H -0.586 3.755 -2.016 0.468
H 0.020 2.360 0.812 0.544
H 1.773 3.852 1.759 0.357
H 3.782 4.401 0.418 0.358
H 4.046 3.443 -1.847 0.363
H 2.278 1.956 -2.776 0.358
O 0.645 -2.608 -2.519 -0.640
S 1.172 -3.771 -1.667 0.989
O 0.918 -3.209 -0.255 -0.576
O 0.362 -4.949 -1.888 -0.637
S 3.093 -4.018 -1.956 -0.544
```

Properties
charge: -2
orbital gap: 6.7 eV
DFT total energy: -2966.6981 Ha
LUMO energy: 4.216 eV